23
Properties=species:S:1:pos:R:3 method="wB97M-V/def2-TZVPD" homo_ev="-14.12 / -14.11" charge=+1 e_above_lowest_ev=0.6322 multiplicity=2 homo_lumo_gap_ev="9.79 / 5.85"
C -1.63 0.83 -2.37
C -1.59 -1.41 -1.33
C -0.85 -0.22 -1.72
C -1.01 -2.31 -0.54
C 0.41 -2.25 -0.31
C 0.50 -0.12 -1.39
C 1.15 -1.17 -0.73
H -2.64 -1.41 -1.69
H -1.65 -3.15 -0.29
H -1.12 1.78 -2.50
H -2.65 1.01 -2.08
H 0.89 -3.15 0.03
H 1.10 0.71 -1.73
H 2.22 -1.09 -0.54
H -1.72 0.59 -3.44
C 0.49 1.00 2.20
C 1.63 1.79 2.88
H -0.16 1.62 1.60
H 0.88 0.19 1.58
H -0.07 0.53 3.02
H 2.20 1.17 3.59
H 1.30 2.63 3.52
H 2.29 2.42 2.26



75
Properties=species:S:1:pos:R:3 method="wB97M-V/def2-TZVPD" homo_ev=-3.33 charge=-1 e_above_lowest_ev=1.1646 homo_lumo_gap_ev=5.50
Cu 0.48 -1.24 -1.53
Br 1.62 -4.10 -2.93
C 2.77 -4.10 -1.40
C 3.84 -4.95 -1.51
C 4.67 -5.17 -0.40
C 4.37 -4.58 0.79
C 3.28 -3.69 0.90
C 2.99 -3.12 2.16
C 1.93 -2.27 2.29
C 1.20 -1.89 1.15
C 1.44 -2.34 -0.14
C 2.46 -3.35 -0.23
H 4.03 -5.47 -2.44
H 5.52 -5.84 -0.50
H 4.96 -4.78 1.67
H 3.62 -3.38 3.01
H 1.69 -1.84 3.26
H 0.39 -1.19 1.29
Br 0.12 3.08 -4.39
C -1.11 2.47 -3.00
C -1.99 3.42 -2.49
C -3.02 2.87 -1.71
C -2.96 1.59 -1.28
C -1.80 0.70 -1.64
N -1.07 1.20 -2.79
H -1.97 4.45 -2.80
H -3.87 3.49 -1.45
H -3.82 1.12 -0.82
H -2.19 -0.30 -1.87
N -0.76 0.43 -0.54
P -0.89 1.07 0.90
C 0.74 1.19 1.69
C 1.89 0.92 0.97
C 3.13 1.00 1.59
C 3.22 1.34 2.93
C 2.06 1.65 3.64
C 0.83 1.59 3.02
C -1.90 0.08 2.09
C -3.29 0.03 1.95
C -4.04 -0.86 2.70
C -3.42 -1.74 3.58
C -2.05 -1.70 3.72
C -1.29 -0.80 2.98
C -1.39 2.81 1.13
C -0.57 3.76 0.52
C -0.80 5.11 0.73
C -1.84 5.53 1.55
C -2.64 4.58 2.18
C -2.41 3.23 1.99
H 1.79 0.62 -0.07
H 4.03 0.76 1.03
H 4.18 1.37 3.42
H 2.14 1.94 4.69
H -0.07 1.83 3.58
H -3.78 0.70 1.26
H -5.12 -0.89 2.58
H -4.01 -2.45 4.14
H -1.55 -2.39 4.39
H -0.22 -0.78 3.11
H 0.23 3.42 -0.12
H -0.15 5.84 0.26
H -2.01 6.58 1.71
H -3.45 4.90 2.83
H -3.02 2.50 2.50
I 2.30 -0.21 -7.01
C 0.80 -0.84 -5.69
C -0.43 -1.24 -6.18
C -1.35 -1.72 -5.26
C -1.00 -1.79 -3.93
N 0.16 -1.33 -3.45
C 1.06 -0.88 -4.33
H -0.66 -1.17 -7.23
H -2.32 -2.05 -5.59
H -1.68 -2.21 -3.20
H 2.00 -0.53 -3.93



133
Properties=species:S:1:pos:R:3 method="wB97M-V/def2-TZVPD" homo_ev=-11.03 charge=+1 homo_lumo_gap_ev=6.95
C -3.80 -1.94 -3.22
C -4.98 -1.33 -3.29
N -6.25 -0.63 -2.91
N -6.17 0.74 -2.89
C -7.51 1.16 -2.50
N -8.43 0.01 -2.24
C -7.56 -1.17 -2.56
N -7.92 -2.49 -2.52
Br -9.70 -2.86 -1.99
H -2.77 -2.40 -2.96
H -5.30 1.29 -3.12
H -7.81 2.28 -2.39
H -7.24 -3.22 -2.78
C -6.56 7.41 -3.33
C -7.35 6.40 -2.97
C -6.78 5.15 -2.42
O -7.50 4.21 -2.10
C -5.31 5.07 -2.28
C -4.53 6.08 -2.64
C -5.09 7.33 -3.19
O -4.38 8.26 -3.51
H -6.96 8.34 -3.73
H -8.43 6.44 -3.06
H -4.92 4.14 -1.88
H -3.45 6.04 -2.54
C -1.75 1.46 -4.06
C -0.64 1.27 -4.78
C -0.64 1.44 -6.25
O 0.36 1.27 -6.91
C -1.92 1.82 -6.89
C -3.03 2.01 -6.16
C -3.02 1.84 -4.70
O -4.04 2.02 -4.04
H -1.76 1.34 -2.98
H 0.30 1.00 -4.33
H -1.91 1.94 -7.96
H -3.97 2.29 -6.62
C 0.32 -2.14 -2.29
C 0.95 -3.20 -1.77
C 2.17 -3.04 -0.95
O 2.74 -4.01 -0.48
C 2.67 -1.67 -0.73
C 2.05 -0.61 -1.25
C 0.83 -0.77 -2.07
O 0.25 0.20 -2.54
H -0.57 -2.23 -2.89
H 0.59 -4.21 -1.93
H 3.56 -1.58 -0.13
H 2.40 0.40 -1.09
C 2.64 -4.75 2.93
C 3.33 -5.56 3.73
C 4.06 -5.04 4.91
O 4.69 -5.79 5.64
C 3.99 -3.59 5.17
C 3.30 -2.78 4.37
C 2.57 -3.29 3.19
O 1.94 -2.55 2.46
H 2.10 -5.11 2.07
H 3.39 -6.63 3.56
H 4.53 -3.23 6.03
H 3.24 -1.71 4.55
C -9.60 -0.17 -7.67
C -8.53 0.40 -8.23
C -7.23 0.45 -7.54
O -6.26 0.98 -8.05
C -7.16 -0.15 -6.19
C -8.22 -0.72 -5.63
C -9.52 -0.78 -6.32
O -10.50 -1.30 -5.81
H -10.56 -0.22 -8.17
H -8.57 0.85 -9.22
H -6.20 -0.10 -5.69
H -8.18 -1.17 -4.64
C 5.38 1.95 5.67
C 4.60 0.93 6.03
C 5.18 -0.32 6.57
O 4.47 -1.26 6.89
C 6.65 -0.38 6.70
C 7.43 0.64 6.34
C 6.85 1.89 5.80
O 7.56 2.82 5.47
H 4.97 2.87 5.27
H 3.52 0.96 5.94
H 7.06 -1.30 7.10
H 8.50 0.61 6.43
C 8.69 0.00 2.91
C 9.78 0.19 2.17
C 10.18 -0.79 1.13
O 11.17 -0.62 0.45
C 9.32 -1.98 0.95
C 8.23 -2.17 1.70
C 7.83 -1.19 2.73
O 6.83 -1.36 3.41
H 8.38 0.71 3.67
H 10.41 1.06 2.28
H 9.63 -2.68 0.19
H 7.59 -3.04 1.58
C 4.19 -10.87 3.78
C 4.88 -11.68 4.58
C 5.61 -11.17 5.76
O 6.24 -11.91 6.49
C 5.54 -9.71 6.02
C 4.85 -8.90 5.22
C 4.12 -9.41 4.04
O 3.49 -8.67 3.31
H 3.65 -11.23 2.92
H 4.94 -12.75 4.41
H 6.08 -9.35 6.88
H 4.79 -7.83 5.39
C 8.98 4.47 7.54
C 10.03 5.07 6.97
C 11.33 5.15 7.67
O 12.29 5.69 7.15
C 11.42 4.54 9.01
C 10.37 3.95 9.58
C 9.07 3.87 8.88
O 8.11 3.32 9.40
H 8.02 4.41 7.04
H 9.98 5.52 5.99
H 12.39 4.60 9.50
H 10.42 3.50 10.56
C -10.25 4.82 -5.70
C -11.17 3.91 -6.04
C -12.61 4.25 -6.04
O -13.45 3.42 -6.35
C -12.99 5.63 -5.66
C -12.07 6.53 -5.32
C -10.63 6.19 -5.32
O -9.78 7.02 -5.01
H -9.19 4.59 -5.69
H -10.91 2.90 -6.32
H -14.05 5.86 -5.67
H -12.33 7.54 -5.04



20
Properties=species:S:1:pos:R:3 method="wB97M-V/def2-TZVPD" homo_ev=-16.99 charge=+2 e_above_lowest_ev=0.0000 homo_lumo_gap_ev=8.27
O 3.39 -0.32 -1.57
C 2.33 -0.27 -1.15
Pb 0.01 0.23 -0.17
O 0.07 -4.26 0.88
C 0.06 -3.15 0.63
C -0.90 1.17 -2.21
O -1.36 1.47 -3.23
C -2.27 0.18 1.06
O -3.26 0.31 1.63
C 2.49 4.19 2.72
N 1.81 2.96 3.18
C 1.67 2.66 4.61
C 1.37 2.14 2.30
N 0.89 1.49 1.43
H 2.76 4.77 3.60
H 1.84 4.78 2.07
H 3.40 3.94 2.15
H 0.61 2.50 4.84
H 2.21 1.73 4.83
H 2.08 3.51 5.17



Listing molecular weight for the structures above in their given order: 122.2, 908.9, 1269.0, 389.3 u.